1.
This record from the OMol25 dataset describes a molecular structure, C38H38KN5O5S. The level of theory is the ωB97M-V functional and the def2-TZVPD basis.

The geometry in XYZ format:
```
88
Properties=species:S:1:pos:R:3:lowdin_charge:R:1
K 0.0799 1.4806 0.3728 0.699
C -0.7603 4.1599 1.2732 -0.132
N 0.5791 4.0954 1.8364 -0.261
C 1.4144 5.2548 1.4761 -0.204
C 2.7933 4.9969 0.8583 -0.171
C 2.6502 4.2444 -0.5036 -0.223
N 3.0427 2.8626 -0.3916 0.037
C 3.0058 2.1273 -1.4283 -0.145
C 2.5538 2.4180 -2.8391 -0.154
C 3.4177 2.3230 -3.9416 -0.096
C 3.0001 2.7964 -5.1649 -0.169
C 1.6628 3.1330 -5.3804 -0.127
C 0.7481 3.1670 -4.3367 -0.035
C 1.2255 2.9705 -3.0208 -0.412
O 0.4778 2.9551 -1.9629 -0.206
C 0.6386 3.6407 3.1895 -0.241
C 2.0351 3.1978 3.5934 -0.170
C 2.6590 2.0706 2.7729 -0.261
N 1.6674 1.0692 2.6615 -0.006
C 1.8199 0.0290 3.3720 -0.132
C 0.8508 -1.0456 3.4668 -0.148
C 1.3688 -2.2787 3.9070 -0.101
C 0.6031 -3.4238 4.0762 -0.155
C -0.7682 -3.3510 3.6966 -0.131
C -1.3407 -2.1440 3.2954 -0.044
C -0.5779 -0.9519 3.1964 -0.432
O -1.1108 0.1636 2.8924 -0.122
H -1.3137 5.1240 1.5361 0.104
H -1.3672 3.3687 1.6766 0.056
H -0.7312 4.0994 0.1767 0.069
H 1.2896 5.8639 2.4216 0.123
H 0.9226 5.8563 0.6307 0.134
H 3.4710 4.3787 1.4949 0.094
H 3.2250 6.0173 0.7350 0.104
H 3.1906 4.7953 -1.3014 0.131
H 1.6023 4.3080 -0.7727 0.081
H 3.3501 1.0676 -1.4111 0.112
H 4.3895 1.7850 -3.8573 0.109
H 3.7046 2.5535 -5.9532 0.073
H 1.2089 3.3358 -6.3471 0.087
H -0.2988 3.3805 -4.5437 0.103
H -0.1144 2.8271 3.1777 0.108
H 0.1899 4.4224 3.8655 0.125
H 1.9943 2.9378 4.6609 0.110
H 2.5641 4.1752 3.5856 0.100
H 3.6197 1.8634 3.2452 0.109
H 2.8502 2.4550 1.7510 0.068
H 2.6236 -0.1170 4.0868 0.113
H 2.3925 -2.2068 4.1272 0.070
H 0.9542 -4.3244 4.6151 0.078
H -1.3461 -4.2729 3.8741 0.088
H -2.4425 -2.1228 2.9573 0.115
S -0.0418 -5.0579 -2.9226 1.006
C -0.2548 -3.4604 -2.0779 -0.498
C 0.7959 -2.5786 -1.8032 -0.085
C 0.5164 -1.3274 -1.2970 -0.155
N -0.7098 -0.8995 -1.0399 0.060
C -1.7128 -1.7027 -1.4103 -0.057
C -1.5118 -2.9522 -1.9837 -0.060
C 0.3174 -6.1906 -1.6240 -0.524
C 0.5924 -5.8654 -0.2943 -0.046
C 0.8876 -6.9010 0.6063 -0.155
N 0.9158 -8.1710 0.3076 0.048
C 0.6547 -8.4492 -0.9717 -0.181
C 0.2709 -7.5685 -1.9613 -0.105
H 1.8071 -2.8265 -2.0655 0.102
H 1.4485 -0.6961 -1.0914 0.121
H -2.7041 -1.3436 -1.1410 0.084
H -2.3111 -3.5643 -2.3249 0.105
H 0.7744 -4.8293 -0.0233 0.106
H 0.9325 -6.6083 1.5923 0.081
H 0.6371 -9.5183 -1.1476 0.095
H -0.0464 -7.8924 -2.9606 0.102
O -4.8479 0.2769 -3.1729 -0.020
C -4.7394 -0.0168 -1.8465 -0.313
C -3.9506 0.9307 -1.1092 -0.023
C -3.6813 0.6706 0.2076 -0.100
C -4.1365 -0.5445 0.7409 -0.122
C -4.9175 -1.4584 0.0739 -0.011
C -5.2544 -1.1152 -1.2797 -0.104
C -6.0479 -2.1133 -2.1017 -0.697
O -5.8524 -1.9815 -3.3331 -0.043
O -6.6854 -2.9553 -1.5342 0.014
H -5.2225 -0.6290 -3.5937 0.086
H -3.4462 1.5998 -1.7377 0.097
H -2.9685 1.3687 0.7685 0.110
H -3.8437 -0.8153 1.7530 0.078
H -5.3287 -2.3458 0.4003 0.083
```

Calculated values
2S+1	1
E_HOMO	-2.39	eV
net charge	-2
HOMO-LUMO gap	6.035	eV
total energy	-84871.540	eV

2.
This record from the OMol25 dataset describes 5 unconnected molecules or ions with the total composition C38H39BrN6S. The level of theory is the ωB97M-V functional and the def2-TZVPD basis.

The geometry in XYZ format:
```
85
Properties=species:S:1:pos:R:3:lowdin_charge:R:1
C 6.9855 0.2855 4.0273 -0.138
C 5.5947 1.1734 3.7698 -0.186
C 4.1813 0.4787 4.2384 -0.041
C 2.7928 1.3102 3.9758 -0.014
C 2.8504 2.8194 3.2571 -0.140
C 1.3499 3.5197 3.0212 -0.145
C 0.4513 2.3248 2.2713 -0.056
C -0.7386 1.4838 3.0477 -0.103
C -1.0953 1.8161 4.6358 -0.091
C -1.5102 0.3046 2.1821 -0.077
C -2.7238 -0.5294 2.9730 -0.197
C -3.3247 -1.7818 2.0609 -0.708
C -4.0301 -2.9683 2.9537 -0.169
Br -4.5176 -1.1901 0.5600 0.621
C -1.0693 -0.0007 0.6127 0.016
C 0.0946 0.8714 -0.1440 -0.217
N 0.6794 0.8121 -1.5378 -0.273
S 1.9236 2.0713 -1.7392 0.885
N 1.9410 2.8016 -0.1469 -0.283
C 0.8765 2.0562 0.6761 -0.159
C 4.2723 3.4972 2.8018 -0.033
C 5.6804 2.6893 3.0683 -0.030
H 7.7483 0.3807 3.1143 0.084
H 7.5607 0.6610 4.9936 0.082
H 6.6579 -0.8399 4.1529 0.071
H 4.2332 -0.5970 4.7163 0.087
H 1.7332 0.8412 4.2627 0.076
H 0.8870 3.8693 4.0376 0.101
H 1.3973 4.3980 2.2141 0.124
H -0.2100 1.3406 5.2678 0.080
H -1.0471 2.9842 4.8401 0.089
H -2.1021 1.3224 4.9769 0.074
H -3.5542 0.1963 3.3739 0.116
H -2.1678 -1.0579 3.8877 0.131
H -2.3730 -2.2846 1.5449 0.102
H -5.1254 -2.7418 3.2977 0.064
H -4.0596 -3.9945 2.3521 0.095
H -3.3778 -3.2019 3.9215 0.094
H -1.6187 -0.8680 0.0512 0.067
H 4.3147 4.5479 2.2773 0.090
H 6.7585 3.1005 2.7722 0.094
C 2.1239 -2.2151 -5.1468 -0.078
C 3.1636 -2.1676 -6.0694 -0.077
C 3.8984 -0.9971 -6.1696 -0.152
N 3.6614 0.1049 -5.4247 0.052
C 2.6445 0.0293 -4.5389 -0.169
C 1.8566 -1.0969 -4.3637 -0.079
H 1.5267 -3.1159 -5.0389 0.104
H 3.3966 -3.0216 -6.6952 0.069
H 4.7219 -0.9116 -6.8726 0.100
H 2.4730 0.9287 -3.9540 0.018
H 1.0537 -1.1022 -3.6352 0.084
C -2.6702 2.7061 -1.2250 -0.082
C -3.5316 2.5455 -0.1449 -0.086
C -4.1603 3.6700 0.3653 -0.149
N -3.9823 4.9170 -0.1234 0.049
C -3.1388 5.0418 -1.1709 -0.157
C -2.4678 3.9776 -1.7516 -0.075
H -2.1604 1.8476 -1.6527 0.091
H -3.7098 1.5681 0.2890 0.032
H -4.8442 3.5960 1.2057 0.100
H -3.0112 6.0542 -1.5437 0.098
H -1.8032 4.1360 -2.5933 0.100
C 4.6865 -6.2568 -10.6955 -0.080
C 5.2668 -6.1904 -9.4333 -0.077
C 4.7487 -5.2860 -8.5202 -0.148
N 3.7130 -4.4601 -8.7857 0.050
C 3.1715 -4.5461 -10.0201 -0.145
C 3.6171 -5.4203 -10.9984 -0.077
H 5.0646 -6.9543 -11.4373 0.105
H 6.1021 -6.8279 -9.1665 0.102
H 5.1652 -5.1989 -7.5208 0.102
H 2.3421 -3.8703 -10.2092 0.104
H 3.1427 -5.4481 -11.9728 0.102
C -6.8074 -0.4300 6.6308 -0.080
C -7.6749 0.6508 6.7473 -0.078
C -8.0199 1.3417 5.5967 -0.148
N -7.5591 1.0289 4.3658 0.059
C -6.7171 -0.0241 4.2845 -0.155
C -6.3173 -0.7779 5.3762 -0.083
H -6.5152 -0.9965 7.5103 0.105
H -8.0734 0.9480 7.7107 0.101
H -8.6964 2.1906 5.6352 0.103
H -6.3591 -0.2537 3.2847 0.083
H -5.6400 -1.6152 5.2519 0.082
```

Calculated values
SMILES	Cc1ccc(Cc2c(C)c(C[C@@H](C)Br)cc3nsnc23)cc1.c1ccncc1.c1ccncc1.c1ccncc1.c1ccncc1
2S+1	1
E_HOMO	-7.93	eV
net charge	0
HOMO-LUMO gap	6.475	eV
total energy	-129836.771	eV